The following is a DFT calculation (ωB97M-V/def2-TZVPD) of a molecular structure, C11H32B2BrFN6O17S2Sb.

Values from the calculation:
Total charge = -1
Multiplicity = 1
Orbital gap = 0.21767 hartree

The geometry in XYZ format:
```
73
Properties=species:S:1:pos:R:3:forces:R:3:mulliken_charge:R:1
C -2.376 -0.350 -0.416 -0.151 0.342 -0.347 -0.29
C -1.431 0.433 -1.556 -2.590 1.100 0.552 -0.28
N -0.956 -0.434 -2.668 0.031 1.106 0.107 -0.32
Sb 1.025 -1.108 -2.515 -3.874 1.290 0.287 1.68
S 1.017 -1.049 -0.052 0.216 -1.421 1.538 -0.30
C 0.236 -3.198 -2.397 -0.228 -2.151 0.713 -0.55
C -1.354 -3.350 -2.755 -3.422 -2.750 6.162 0.27
O -2.187 -3.826 -1.786 5.402 3.106 -6.349 -0.60
Br -2.254 -2.971 -4.501 1.226 -0.482 1.446 -0.13
O 1.106 -1.056 -4.530 1.150 -4.108 -1.886 -0.70
B 1.355 -2.282 -5.242 -0.996 0.308 -1.535 0.58
O 0.461 -2.546 -6.430 2.793 -0.508 0.794 -0.59
O 2.399 -3.305 -5.056 -2.337 0.600 0.385 -0.57
B 1.861 0.994 -2.585 -0.166 2.630 -1.195 -0.03
O 1.065 1.938 -3.443 3.198 -1.527 1.205 -0.65
C 3.216 1.509 -1.833 0.951 1.754 0.179 -0.37
C 3.020 1.801 -0.198 -0.378 -0.739 -0.289 -0.41
S 3.388 -1.880 -2.283 4.943 -5.244 -3.016 0.85
O 4.221 -1.345 -3.474 -2.228 -0.938 4.356 -0.58
O 3.467 -3.455 -2.218 -0.330 5.473 0.519 -0.62
F 4.042 -1.356 -0.748 -0.148 -0.460 -1.833 -0.32
H -2.542 -1.455 -0.761 0.495 2.016 0.796 0.11
H -3.448 0.172 -0.365 2.353 -1.146 -0.329 0.23
H -1.931 -0.253 0.668 -0.703 -0.611 -2.750 -0.05
H -2.196 1.214 -2.042 1.814 -1.483 0.966 0.34
H -0.650 1.086 -0.993 -0.887 -1.126 -0.950 -0.01
H -1.055 0.125 -3.558 0.357 -0.963 1.233 0.12
H 1.277 -2.372 0.412 -0.285 1.596 -0.891 0.07
H 0.318 -3.471 -1.234 -0.547 0.707 -2.711 0.29
H 0.937 -4.012 -2.899 -1.702 1.763 0.590 0.32
H 0.945 -3.171 -7.066 -1.027 1.332 1.651 0.25
H 2.027 -4.233 -4.987 0.573 1.838 -0.286 0.30
H 1.719 2.582 -3.853 -1.217 -0.943 1.022 0.26
H 3.462 2.586 -2.286 -0.427 -2.137 0.717 0.17
H 4.181 0.872 -2.010 -1.999 1.051 0.336 0.20
H 3.473 2.844 0.078 -0.932 -2.048 -0.479 0.36
H 1.863 1.747 0.089 2.619 0.288 -0.488 0.11
H 3.560 0.945 0.398 -1.221 1.817 -1.274 -0.08
C -4.070 0.340 3.922 -0.001 -0.174 0.212 -0.76
N -3.154 0.252 2.752 0.585 -0.063 -0.951 0.90
O -2.224 -0.559 2.822 -1.169 1.227 -0.001 -0.53
O -3.395 1.000 1.798 0.272 -0.779 2.038 -0.51
H -3.740 -0.371 4.683 0.010 0.118 -0.281 0.32
H -4.022 1.362 4.302 -0.018 -0.322 -0.292 0.25
H -5.075 0.093 3.573 0.156 0.148 -0.020 0.28
C 4.896 -0.267 3.339 0.222 -0.238 0.044 -0.66
N 4.778 1.193 3.078 -0.537 0.920 -0.385 0.89
O 5.775 1.890 3.301 -1.227 -0.558 -0.246 -0.56
O 3.688 1.598 2.657 1.890 -0.448 1.019 -0.49
H 5.903 -0.481 3.704 -0.220 0.187 -0.115 0.29
H 4.149 -0.529 4.092 -0.006 0.009 -0.264 0.32
H 4.709 -0.787 2.397 -0.155 0.087 0.140 0.21
C -4.105 -0.545 -7.271 -0.122 -0.027 -0.285 -0.73
N -3.758 0.384 -6.162 0.512 0.557 1.162 0.85
O -4.150 1.553 -6.258 0.510 -1.372 0.219 -0.54
O -3.102 -0.087 -5.225 -1.191 1.048 -1.612 -0.42
H -4.680 0.002 -8.022 0.157 -0.032 0.277 0.31
H -3.170 -0.915 -7.696 -0.138 -0.040 0.220 0.27
H -4.698 -1.357 -6.847 0.245 0.080 -0.015 0.26
C 4.231 1.371 6.491 -0.246 0.086 -0.224 -0.66
N 4.633 0.215 7.337 0.228 -0.860 0.610 0.88
O 3.888 -0.772 7.336 1.204 1.245 0.137 -0.51
O 5.684 0.331 7.978 -1.528 -0.327 -0.840 -0.53
H 3.293 1.132 5.987 0.217 -0.029 0.192 0.31
H 4.106 2.233 7.150 0.172 -0.151 -0.144 0.31
H 5.028 1.540 5.764 -0.027 0.101 0.248 0.20
C -6.842 2.999 6.180 -0.035 -0.143 0.319 -0.70
N -5.793 3.264 5.159 0.595 0.409 -0.957 0.84
O -4.640 2.904 5.424 -1.498 0.756 -0.330 -0.55
O -6.157 3.826 4.119 0.732 -0.935 1.640 -0.48
H -6.383 2.503 7.037 -0.010 0.141 -0.289 0.31
H -7.267 3.961 6.473 0.006 -0.191 -0.184 0.28
H -7.595 2.355 5.720 0.088 0.241 0.013 0.28
```
Positions in Å, forces in eV/Å.

---

The following is a DFT calculation (ωB97M-V/def2-TZVPD) of a molecular structure, C11H32F2N2O3Si2.

Values from the calculation:
Total charge = 0
Multiplicity = 1
Orbital gap = 0.36292 hartree

The geometry in XYZ format:
```
52
Properties=species:S:1:pos:R:3:forces:R:3:mulliken_charge:R:1
C -3.778 5.691 1.810 0.059 -0.078 -0.044 -1.35
C -3.422 4.305 2.316 -0.075 0.052 0.063 0.50
F -3.140 3.467 1.221 0.004 0.107 0.185 -0.34
C -2.221 4.267 3.251 0.045 -0.040 0.010 -0.81
Si -2.185 2.720 4.301 -0.055 0.164 0.080 0.29
O -0.636 2.173 4.531 -0.211 -0.138 -0.242 -0.13
Si -0.005 0.927 3.677 0.142 -0.110 0.199 0.61
F 1.581 1.094 3.702 0.054 -0.015 -0.057 -0.27
H -2.898 6.330 1.733 0.023 -0.019 -0.070 0.32
H -4.494 6.160 2.484 0.051 0.064 0.059 0.34
H -4.244 5.610 0.830 -0.065 0.002 -0.042 0.37
H -4.298 3.871 2.810 -0.041 -0.074 -0.146 0.23
H -1.311 4.336 2.649 0.003 0.039 -0.054 0.40
H -2.233 5.148 3.897 -0.019 0.013 0.034 0.41
H -2.964 1.660 3.618 -0.001 -0.026 0.025 -0.12
H -2.791 2.993 5.620 0.027 -0.037 0.020 -0.18
H -0.469 0.967 2.282 0.045 0.037 -0.034 -0.12
H -0.325 -0.353 4.332 0.028 0.016 -0.022 -0.13
C 3.618 -3.751 1.136 0.022 -0.007 0.025 -1.54
C 3.065 -2.410 0.667 0.000 -0.133 -0.037 0.25
C 1.836 -1.930 1.446 0.013 0.179 0.065 -0.59
O 0.626 -2.587 1.118 -0.012 -0.031 -0.015 -0.34
C 0.414 -3.830 1.756 -0.051 0.019 0.006 -0.76
N 2.814 -2.467 -0.774 -0.115 0.146 0.082 -0.67
H 3.007 -4.581 0.776 -0.015 0.014 0.012 0.28
H 4.623 -3.895 0.744 -0.010 -0.010 -0.033 0.39
H 3.663 -3.806 2.225 -0.001 0.002 0.002 0.35
H 3.840 -1.655 0.835 -0.022 0.022 0.019 0.44
H 1.668 -0.879 1.194 -0.015 -0.008 -0.012 0.30
H 2.013 -1.984 2.530 0.025 -0.045 -0.012 0.45
H 0.819 -3.825 2.773 0.002 -0.014 0.001 0.34
H 0.862 -4.659 1.202 0.028 0.003 0.029 0.25
H -0.662 -3.990 1.806 -0.004 0.000 -0.002 0.27
H 2.551 -1.539 -1.098 0.120 0.011 -0.141 0.27
H 1.983 -3.036 -0.915 0.050 -0.060 -0.036 0.34
C 1.746 -0.606 -4.751 0.036 -0.010 -0.018 -1.64
C 0.914 -1.177 -3.608 0.081 0.091 -0.035 0.76
C -0.522 -1.539 -3.999 -0.022 -0.096 0.049 -0.82
O -1.389 -0.435 -4.158 0.022 0.047 -0.012 -0.39
C -1.330 0.214 -5.411 -0.059 -0.004 0.003 -0.65
N 0.971 -0.253 -2.471 -0.170 -0.123 0.157 -0.68
H 1.488 0.435 -4.950 -0.020 -0.012 -0.001 0.29
H 2.803 -0.635 -4.490 -0.001 0.024 0.022 0.38
H 1.604 -1.177 -5.670 -0.002 -0.001 -0.002 0.36
H 1.389 -2.111 -3.291 -0.031 -0.023 -0.015 0.28
H -0.956 -2.133 -3.190 -0.025 0.025 0.005 0.31
H -0.530 -2.159 -4.906 0.036 0.017 -0.007 0.46
H -1.146 -0.502 -6.219 0.006 0.009 -0.009 0.30
H -0.559 0.987 -5.441 0.019 -0.027 -0.021 0.22
H -2.297 0.687 -5.577 -0.004 0.002 0.001 0.26
H 0.520 -0.686 -1.668 0.015 -0.015 0.005 0.19
H 0.382 0.547 -2.685 0.089 0.056 -0.038 0.33
```
Positions in Å, forces in eV/Å.

---

The following is a DFT calculation (ωB97M-V/def2-TZVPD) of 5 unconnected molecules or ions with the total composition C11H32N4O5.

Values from the calculation:
Total charge = +1
Multiplicity = 2
<S²> = 0.75
Orbital gap (alpha / beta) = 0.37115 / 0.13754 hartree
Energy relative to the best compared isomer or geometry (same formula, charge and spin) = 0.00 kcal/mol

The geometry in XYZ format:
```
52
Properties=species:S:1:pos:R:3:forces:R:3:mulliken_spin:R:1
C -1.448 -3.076 -2.615 -0.900 0.452 -4.209 0.00
O -1.840 -2.528 -3.644 -1.347 -0.073 -1.147 0.04
N -1.538 -4.368 -2.342 0.248 -2.346 1.420 0.00
N -0.737 -2.346 -1.831 2.330 1.018 3.979 0.00
H -1.987 -5.107 -2.865 -0.052 0.813 -0.352 0.00
H -0.885 -4.701 -1.647 -0.358 -0.219 -0.034 0.00
H -0.332 -2.818 -1.036 0.189 0.838 0.209 0.00
H -0.616 -1.355 -1.983 0.225 -0.229 0.149 0.00
C 0.199 0.835 -0.394 -0.197 -0.895 -1.002 0.00
O 0.517 0.432 -1.549 -0.110 0.424 0.224 0.00
N 0.812 1.775 0.294 2.306 1.594 -0.358 0.00
N -0.791 0.343 0.314 -2.355 -1.809 -0.732 0.00
H 1.759 1.941 -0.016 -0.099 0.481 0.426 0.00
H 0.513 2.002 1.231 0.325 -0.088 -0.118 0.00
H -0.981 0.623 1.266 0.152 -0.179 0.142 0.00
H -1.507 -0.189 -0.159 0.191 -0.056 0.098 0.00
C -0.897 1.249 -5.277 -0.704 1.150 -0.525 0.22
C 0.038 0.112 -4.817 0.528 -1.840 -0.137 0.00
C 0.355 -0.843 -5.986 0.634 -1.238 -0.857 0.13
O 1.239 0.629 -4.387 -0.687 -0.131 -1.172 0.58
H -0.426 1.723 -6.138 -0.011 0.390 0.339 0.00
H -1.060 1.873 -4.398 0.306 0.315 -0.245 0.00
H -1.886 0.914 -5.590 0.297 -0.738 0.088 0.00
H -0.454 -0.432 -4.010 -0.220 0.050 0.161 0.03
H -0.502 -1.298 -6.485 -0.452 0.674 0.290 0.00
H 0.885 -1.708 -5.587 -0.043 0.019 0.683 0.01
H 1.065 -0.542 -6.757 -0.239 0.890 0.066 0.00
H 1.242 0.495 -3.437 0.238 0.297 2.013 -0.01
C -1.355 3.035 3.799 -0.506 0.926 0.435 0.00
C -2.078 1.818 3.282 0.354 1.324 -0.188 0.00
C -2.931 2.094 2.060 -0.110 -0.534 0.596 0.00
O -1.040 0.931 2.895 -0.085 -0.965 0.451 0.00
H -0.769 2.777 4.681 -0.050 0.117 0.083 0.00
H -2.077 3.815 4.043 -0.012 0.040 0.379 0.00
H -0.685 3.512 3.084 0.048 -0.356 -0.331 0.00
H -2.652 1.380 4.099 -0.221 -0.101 -0.103 0.00
H -2.274 2.345 1.228 -0.259 0.291 -0.065 0.00
H -3.668 2.869 2.271 0.155 0.063 -0.188 0.00
H -3.466 1.170 1.837 -0.114 0.056 -0.319 0.00
H -0.825 0.466 3.707 0.591 -0.412 -0.129 0.00
C 3.068 -2.027 3.223 -0.232 0.189 -0.276 0.00
C 2.949 -0.635 3.859 2.026 -2.022 2.094 0.00
C 2.394 0.444 3.003 -1.371 0.059 0.622 0.00
O 2.213 -0.837 5.083 -1.356 1.146 -0.346 0.00
H 3.957 -2.092 2.596 -0.421 -0.017 -0.617 0.00
H 2.102 -2.254 2.772 0.181 0.092 -0.874 0.00
H 3.145 -2.881 3.897 0.368 0.486 0.727 0.00
H 3.934 -0.329 4.210 0.402 0.102 -0.307 0.00
H 1.416 0.079 2.690 -0.001 0.134 -0.802 0.00
H 3.057 0.763 2.198 -0.156 -0.350 -0.033 0.00
H 2.147 1.306 3.623 0.320 0.179 0.093 0.00
H 2.694 -1.389 5.703 0.255 -0.010 -0.301 0.00
```
Positions in Å, forces in eV/Å.